## w
29
Properties=species:S:1:pos:R:3:nbo_charge:R:1 method="wB97M-V/def2-TZVPD" orbital_gap_ha=0.38097 lumo_ev=0.632 multiplicity=1
C -3.201 -1.766 -0.596 -0.46
N -3.135 -0.281 -0.422 -0.67
C -2.491 0.398 -1.426 0.70
C -2.226 1.918 -1.094 -0.74
O -1.940 0.001 -2.306 -0.57
H -2.963 -1.840 -1.754 0.25
H -2.604 -2.397 0.224 0.21
H -4.260 -2.165 -0.689 0.20
H -3.238 0.130 0.713 0.42
H -2.489 2.204 0.014 0.20
H -2.951 2.621 -1.535 0.23
H -1.179 2.178 -1.508 0.24
C 2.749 2.225 -0.398 -0.61
C 2.567 0.827 -0.347 -0.39
C 1.988 0.298 0.947 -0.39
C 1.614 -1.241 0.947 -0.41
C 0.871 -2.069 2.011 -0.59
H 1.621 2.648 -0.485 0.22
H 3.407 2.333 0.334 0.21
H 3.416 2.434 -1.361 0.21
H 3.484 0.227 -0.454 0.19
H 1.935 0.268 -1.170 0.19
H 2.586 0.711 1.731 0.19
H 0.957 0.782 1.040 0.18
H 2.417 -2.063 0.922 0.21
H 0.884 -1.176 -0.034 0.20
H -0.071 -1.665 2.198 0.19
H 0.817 -3.224 1.552 0.20
H 1.433 -2.316 2.946 0.21



## x
29
Properties=species:S:1:pos:R:3:nbo_charge:R:1 method="wB97M-V/def2-TZVPD" orbital_gap_ha=0.33977 lumo_ev=0.891 multiplicity=1
C -1.580 -1.019 1.439 -0.64
C -0.890 -1.262 0.041 -0.03
C -1.962 -1.383 -0.980 -0.62
N 0.240 -0.352 -0.392 -0.46
C 1.485 -0.782 0.179 -0.24
C 2.643 -0.157 -0.540 -0.05
O 3.851 -0.660 0.053 -0.73
C -0.017 1.162 -0.300 -0.05
C 0.244 1.792 1.060 -0.65
C -1.330 1.593 -0.923 -0.62
H -0.784 -1.078 2.227 0.21
H -2.246 -1.951 1.601 0.22
H -2.061 -0.024 1.464 0.21
H -0.346 -2.221 0.073 0.20
H -2.707 -2.186 -0.683 0.21
H -1.488 -1.546 -1.936 0.22
H -2.536 -0.531 -1.219 0.20
H 1.582 -1.906 0.035 0.20
H 1.633 -0.502 1.183 0.17
H 2.513 0.978 -0.331 0.14
H 2.636 -0.269 -1.669 0.17
H 4.624 -0.424 -0.461 0.47
H 0.653 1.603 -1.082 0.20
H -0.477 1.531 1.872 0.22
H 1.312 1.626 1.342 0.22
H 0.074 2.853 0.917 0.21
H -1.675 0.880 -1.753 0.23
H -2.158 1.548 -0.112 0.19
H -1.235 2.686 -1.105 0.22



Pick x: it beats the second-best structure by 3.147 eV.



## w
29
Properties=species:S:1:pos:R:3:nbo_charge:R:1 method="wB97M-V/def2-TZVPD" orbital_gap_ha=0.27451 lumo_ev=0.708 multiplicity=1
C 1.310 -0.023 -0.611 -0.26
C -2.208 0.316 0.514 0.06
C 0.135 0.369 2.477 -0.28
C -1.170 -0.747 0.812 -0.26
C 0.987 -0.226 -2.089 -0.61
C 1.928 1.352 -0.395 -0.61
C 2.234 -1.127 -0.114 -0.62
C -3.088 -0.125 -0.655 -0.63
N -0.479 -0.702 1.994 -0.39
O -1.613 1.586 0.248 -0.73
H -1.008 1.480 -0.497 0.47
H -0.103 -1.594 2.295 0.41
H -2.838 0.508 1.394 0.18
H 0.860 0.239 3.260 0.19
H -0.172 1.342 2.147 0.22
H 0.162 -0.265 -0.056 0.24
H -1.463 -1.749 0.535 0.20
H 3.122 -1.224 -0.747 0.20
H 0.517 -1.195 -2.261 0.20
H 0.319 0.551 -2.466 0.19
H 1.897 -0.186 -2.697 0.20
H 1.246 2.156 -0.681 0.20
H 2.224 1.498 0.641 0.21
H 2.833 1.477 -1.002 0.19
H 1.722 -2.092 -0.116 0.20
H 2.560 -0.928 0.906 0.20
H -2.472 -0.356 -1.527 0.21
H -3.778 0.675 -0.918 0.22
H -3.665 -1.010 -0.390 0.21



## x
29
Properties=species:S:1:pos:R:3:nbo_charge:R:1 method="wB97M-V/def2-TZVPD" orbital_gap_ha=0.35355 lumo_ev=0.625 multiplicity=1
C -1.019 -2.348 -0.765 -0.75
C -1.454 -1.211 0.079 0.64
C -2.590 1.101 0.371 -0.47
C 3.024 -1.407 -0.103 -0.61
C 2.176 -0.416 0.495 -0.42
C 1.482 0.537 -0.346 -0.36
C 0.916 1.835 0.319 -0.42
C 0.451 2.875 -0.599 -0.63
H -0.810 -2.012 -1.912 0.24
H -1.569 -3.272 -1.057 0.26
H -0.146 -2.800 -0.264 0.26
H -2.939 -0.630 -1.169 0.39
H -2.666 0.309 1.378 0.27
H -1.398 1.941 0.403 0.23
H -3.810 1.869 -0.149 0.24
H 2.512 -1.775 -0.969 0.19
H 4.069 -1.246 -0.393 0.21
H 2.997 -2.094 0.635 0.22
H 2.621 0.230 1.131 0.19
H 1.470 -0.880 1.265 0.21
H 2.411 0.958 -0.826 0.19
H 0.792 -0.135 -1.044 0.19
H 1.625 2.076 1.128 0.21
H -0.008 1.429 0.767 0.21
H -0.434 2.656 -1.299 0.21
H -0.091 3.567 -0.046 0.21
H 1.208 3.251 -1.340 0.22
N -2.298 -0.190 -0.343 -0.69
O -0.958 -0.990 1.183 -0.64



## y
29
Properties=species:S:1:pos:R:3:nbo_charge:R:1 method="wB97M-V/def2-TZVPD" orbital_gap_ha=0.33562 lumo_ev=0.794 multiplicity=1
C 1.267 1.389 -0.223 -0.71
C 0.117 0.399 -0.374 0.66
O 0.007 -0.202 -1.484 -0.74
C -1.218 0.851 0.293 -0.16
C -1.816 1.994 -0.544 -0.60
C -1.009 1.325 1.734 -0.61
C -2.206 -0.323 0.269 -0.60
H 2.109 1.071 -0.838 0.22
H 1.602 1.419 0.813 0.20
H 0.978 2.391 -0.527 0.23
H -1.186 2.884 -0.517 0.20
H -1.936 1.684 -1.582 0.23
H -2.791 2.277 -0.142 0.21
H -0.404 2.230 1.782 0.21
H -0.519 0.554 2.328 0.20
H -1.973 1.546 2.194 0.21
H -2.306 -0.703 -0.747 0.24
H -3.182 -0.005 0.641 0.20
H -1.871 -1.139 0.911 0.19
C 2.448 -2.006 -1.286 -0.64
C 1.199 -2.335 -0.512 -0.17
N 0.893 -1.191 0.710 -0.79
H 3.299 -1.848 -0.621 0.20
H 2.308 -1.120 -1.891 0.24
H 2.685 -2.842 -1.935 0.22
H 0.327 -2.464 -1.138 0.23
H 1.335 -3.235 0.095 0.18
H 0.145 -1.572 1.282 0.37
H 1.698 -1.025 1.310 0.37



## z
29
Properties=species:S:1:pos:R:3:nbo_charge:R:1 method="wB97M-V/def2-TZVPD" orbital_gap_ha=0.37486 lumo_ev=0.641 multiplicity=1
C 3.373 0.527 -0.087 -0.45
N 2.467 1.608 0.593 -0.62
C 1.761 1.059 1.569 0.66
C 0.762 2.203 2.076 -0.72
O 1.593 -0.218 1.738 -0.66
H 3.075 -0.450 0.408 0.27
H 3.132 0.272 -1.024 0.20
H 4.466 0.710 0.203 0.20
H 2.468 2.662 0.296 0.43
H 0.555 3.082 1.368 0.22
H 1.336 2.739 2.862 0.23
H -0.279 1.706 2.413 0.25
C -3.789 -0.820 0.764 -0.63
C -2.599 -1.421 -0.092 -0.37
C -1.971 -0.605 -1.272 -0.43
C -0.941 -1.509 -1.803 -0.39
C -0.202 -0.743 -3.006 -0.62
H -3.438 0.117 1.232 0.21
H -4.456 -0.506 -0.119 0.20
H -4.191 -1.718 1.442 0.23
H -3.039 -2.299 -0.709 0.18
H -1.600 -1.805 0.504 0.20
H -2.771 -0.538 -1.968 0.19
H -1.711 0.506 -0.985 0.19
H -1.676 -2.516 -1.947 0.20
H -0.133 -1.896 -1.071 0.21
H 0.302 0.136 -2.537 0.21
H 0.479 -1.502 -3.557 0.21
H -0.892 -0.356 -3.761 0.20



Pick y: it beats the second-best structure by 1.946 eV.



## w
9
Properties=species:S:1:pos:R:3:nbo_charge:R:1 method="wB97M-V/def2-TZVPD" orbital_gap_ha="0.25349 / 0.25346" lumo_ev="-1.839 / -1.839" multiplicity=1
C 0.809 0.781 -0.143 -0.10
C 1.113 -0.663 0.068 0.41
C -1.360 0.162 0.027 -0.22
N 0.150 -1.463 -0.367 -0.25
N -0.906 -0.812 -0.706 -0.14
O 2.237 -0.901 0.481 -0.54
S 1.434 2.188 -0.298 0.40
H -1.160 0.098 1.200 0.21
H -2.317 0.610 -0.262 0.22



## x
9
Properties=species:S:1:pos:R:3:nbo_charge:R:1 method="wB97M-V/def2-TZVPD" orbital_gap_ha=0.27448 lumo_ev=-1.973 multiplicity=1
O 1.304 -2.054 0.703 -0.45
C 0.616 -1.197 0.176 0.64
N 0.043 -1.203 -1.061 -0.19
N -0.539 -0.145 -1.395 -0.06
C -0.386 0.898 -0.560 -0.18
S -1.759 0.932 0.771 0.15
C 0.075 0.320 0.752 -0.41
H -0.119 1.871 -0.870 0.26
H 0.765 0.579 1.485 0.24



Pick x: it beats the second-best structure by 1.168 eV.



## w
9
Properties=species:S:1:pos:R:3:nbo_charge:R:1 method="wB97M-V/def2-TZVPD" orbital_gap_ha=0.30064 lumo_ev=-0.597 multiplicity=1
S -2.925 -0.002 0.001 0.05
C -1.310 -0.003 0.012 0.12
N -0.578 -1.206 -0.002 -0.47
C 0.692 -1.144 -0.001 0.42
O 1.423 -0.002 0.008 -0.45
C 0.690 1.141 -0.002 0.42
N -0.582 1.204 -0.006 -0.47
H 1.300 -2.023 -0.015 0.19
H 1.292 2.036 0.005 0.19



## x
9
Properties=species:S:1:pos:R:3:nbo_charge:R:1 method="wB97M-V/def2-TZVPD" orbital_gap_ha=0.27948 lumo_ev=-0.599 multiplicity=1
O 2.834 0.348 -0.230 -0.49
C 1.780 -0.087 -0.108 0.83
N 0.909 -1.123 -0.048 -0.51
N 0.496 0.189 0.364 -0.34
C -0.710 0.760 -0.081 -0.22
C -1.961 0.309 0.102 -0.11
S -3.386 -0.287 0.051 0.20
H 0.735 -1.858 0.603 0.39
H -0.698 1.749 -0.653 0.25



## y
9
Properties=species:S:1:pos:R:3:nbo_charge:R:1 method="wB97M-V/def2-TZVPD" orbital_gap_ha=0.30171 lumo_ev=-0.954 multiplicity=1
O 2.650 -0.602 -0.104 -0.51
C 1.539 -0.219 -0.081 0.63
C 1.002 1.303 0.079 0.02
N -0.202 1.341 0.011 -0.37
C -0.649 -0.080 0.057 0.13
S -2.233 -0.242 -0.059 0.06
N 0.393 -0.990 0.127 -0.66
H 1.475 2.276 0.074 0.22
H 0.369 -2.071 0.396 0.48



Pick w: it beats the second-best structure by 0.294 eV.